No. 1
Below is one molecule with the formula C13H16ClNO3S, with properties calculated with ωB97M-V with the def2-TZVPD basis set.

Output
* total charge: 0
* HOMO energy: -8.49 eV
* Kohn-Sham gap: 0.319 Eh
* SMILES: CCCNC(=O)COC(=O)c1cc(SC)ccc1Cl
* E_LUMO: 0.20 eV

Last column: Mulliken charge in e.
Geometry (Å):
1 Cl -1.34 -3.59 -1.74  -0.200
2 S -2.95 2.34 -0.51  -0.123
3 O 0.39 -2.92 0.53  -0.561
4 O 3.89 -0.16 2.55  -0.663
5 O 1.21 -0.83 0.31  -0.283
6 N 2.43 1.17 1.44  0.072
7 C -2.88 -1.40 -1.93  -0.652
8 C 2.99 -0.01 1.76  0.489
9 C 2.39 -1.21 1.01  -0.414
10 C 2.50 3.79 -0.14  -1.066
11 C -0.95 -1.21 -0.50  -0.151
12 C -1.75 -1.97 -1.35  0.217
13 C 3.52 3.32 0.89  -0.367
14 C -3.21 -0.09 -1.65  -0.610
15 C -1.65 3.03 0.56  -0.653
16 C 2.90 2.43 1.97  -0.818
17 C -2.42 0.68 -0.80  0.561
18 C -1.29 0.11 -0.23  -0.040
19 C 0.26 -1.78 0.16  0.310
20 H -1.94 4.06 0.74  0.412
21 H -0.69 3.00 0.05  0.046
22 H 3.96 4.19 1.38  0.357
23 H -0.67 0.67 0.45  0.343
24 H 1.73 1.18 0.72  0.162
25 H 3.64 2.19 2.74  0.349
26 H 3.13 -1.58 0.29  0.254
27 H 2.96 4.47 -0.85  0.372
28 H -1.62 2.49 1.50  0.332
29 H 2.10 2.95 -0.70  0.285
30 H 4.32 2.77 0.40  0.260
31 H 2.18 -2.01 1.72  0.398
32 H 1.68 4.31 0.35  0.235
33 H -4.09 0.35 -2.09  0.386
34 H -3.49 -1.99 -2.59  0.438
35 H 2.06 2.95 2.45  0.324

***

No. 2
Below is a 2-piece molecular cluster, C3H8N2O2 overall in a non-equilibrium geometry, with properties calculated with ωB97M-V with the def2-TZVPD basis set.

Output
* total charge: 0
* HOMO energy: -8.89 eV
* Kohn-Sham gap: 0.325 Eh
* SMILES: NCC=O.C=NO
* E_LUMO: -0.04 eV

Last column: Mulliken charge in e.
Geometry (Å):
1 O -0.26 -1.11 -1.45  -0.559
2 O 2.90 -0.51 0.03  -0.308
3 N -2.36 0.15 0.17  -0.581
4 N 1.89 0.20 0.65  -0.325
5 C -0.09 -0.06 -0.86  0.233
6 C 0.90 -0.60 1.05  -0.469
7 C -1.26 0.86 -0.42  -0.584
8 H 0.77 0.65 -1.17  0.257
9 H 1.04 -1.68 1.07  0.391
10 H -2.05 -0.43 0.94  0.248
11 H 0.30 -0.18 1.84  0.369
12 H -1.60 1.42 -1.30  0.333
13 H 3.49 0.17 -0.33  0.366
14 H -0.86 1.59 0.29  0.369
15 H -2.80 -0.46 -0.51  0.260

***

No. 3
Below is an isolated ion of composition C6H6N and charge +1 in a non-equilibrium geometry, with properties calculated with ωB97M-V with the def2-TZVPD basis set.

Output
* total charge: +1
* HOMO energy: -14.73 eV
* Kohn-Sham gap: 0.337 Eh
* E_LUMO: -5.55 eV

Last column: Mulliken charge in e.
Geometry (Å):
1 N -0.64 -0.23 -0.46  -0.066
2 C 1.79 0.03 -0.84  -0.107
3 C -1.41 0.92 0.07  -0.366
4 C 0.61 -0.72 -0.34  0.406
5 C 2.74 0.49 0.06  0.024
6 C 1.74 -0.07 0.77  -0.416
7 C -1.87 -0.49 0.20  -0.387
8 H -2.70 -1.02 -0.49  0.240
9 H -1.93 -1.02 1.14  0.285
10 H -0.80 1.37 0.98  0.242
11 H 0.76 -1.86 -0.40  0.408
12 H -1.94 1.63 -0.53  0.277
13 H 3.67 0.96 -0.16  0.460

***

No. 4
Below is a 6-piece molecular cluster, C12H28N4O12 overall in a non-equilibrium geometry, with properties calculated with ωB97M-V with the def2-TZVPD basis set.

Output
* total charge: 0
* HOMO energy: -10.40 eV
* Kohn-Sham gap: 0.375 Eh
* SMILES: C[N+](=O)[O-].C[N+](=O)[O-].C[N+](=O)[O-].C[N+](=O)[O-].CCOC(C)=O.CCOC(C)=O
* E_LUMO: -0.20 eV

Last column: Mulliken charge in e.
Geometry (Å):
1 O 19.67 -7.36 23.43  -0.580
2 O 21.53 -1.28 25.25  -0.499
3 O 19.94 -7.74 25.49  -0.577
4 O 25.53 -7.31 25.23  -0.495
5 O 23.78 -0.07 27.54  -0.497
6 O 19.55 1.36 20.77  -0.269
7 O 25.73 0.45 28.29  -0.513
8 O 24.80 -5.57 26.43  -0.494
9 O 18.96 -3.56 26.75  -0.536
10 O 19.81 -0.94 20.55  -0.610
11 O 17.48 -2.48 25.34  -0.311
12 O 22.02 -3.27 24.48  -0.581
13 N 25.30 -6.12 25.39  0.822
14 N 21.88 -2.44 25.43  1.026
15 N 24.51 0.29 28.42  0.877
16 N 20.08 -7.06 24.50  1.030
17 C 25.53 -5.22 24.22  -0.623
18 C 20.60 -5.69 24.66  -0.840
19 C 20.02 0.16 21.13  0.738
20 C 20.85 0.27 22.38  -0.915
21 C 17.91 -3.51 26.13  0.724
22 C 18.83 1.50 19.60  -0.274
23 C 16.92 -4.66 26.28  -1.055
24 C 17.63 -0.60 23.88  -1.472
25 C 22.23 -2.94 26.79  -0.764
26 C 23.89 0.70 29.75  -0.757
27 C 18.26 3.00 19.44  -1.102
28 C 18.37 -1.44 24.95  0.374
29 H 17.80 3.36 20.36  0.299
30 H 22.80 0.74 29.72  0.313
31 H 20.49 -5.41 25.71  0.253
32 H 20.11 -5.00 23.96  0.312
33 H 21.55 -3.74 27.07  0.293
34 H 22.07 -2.12 27.49  0.243
35 H 21.67 -5.80 24.50  0.369
36 H 24.09 0.00 30.56  0.295
37 H 23.25 -3.33 26.70  0.312
38 H 16.59 -0.38 24.09  0.412
39 H 24.54 -4.86 23.98  0.187
40 H 19.10 3.61 19.10  0.294
41 H 24.28 1.71 29.92  0.292
42 H 17.64 -1.29 23.03  0.357
43 H 25.92 -5.84 23.41  0.329
44 H 18.13 0.33 23.62  0.346
45 H 19.36 1.21 18.70  0.294
46 H 15.87 -4.40 26.13  0.332
47 H 26.21 -4.43 24.54  0.268
48 H 18.48 -0.72 25.75  0.252
49 H 17.03 -5.12 27.26  0.334
50 H 21.42 -0.64 22.54  0.238
51 H 20.37 0.51 23.33  0.171
52 H 21.69 0.97 22.29  0.441
53 H 17.51 3.15 18.67  0.371
54 H 17.11 -5.53 25.64  0.266
55 H 18.09 0.72 19.77  0.321
56 H 19.30 -1.79 24.50  -0.021

***

No. 5
Below is one molecule with the formula CH3BrOS in a non-equilibrium geometry, with properties calculated with ωB97M-V with the def2-TZVPD basis set.

Output
* total charge: 0
* HOMO energy: -9.94 eV
* Kohn-Sham gap: 0.323 Eh
* E_LUMO: -1.15 eV

Last column: Mulliken charge in e.
Geometry (Å):
1 Br 2.40 -0.92 -0.37  -0.225
2 S 0.68 0.85 -0.23  0.495
3 O 0.96 1.64 0.95  -0.426
4 C -0.79 -0.23 -0.06  -0.717
5 H -1.25 -0.24 0.95  0.301
6 H -1.47 0.22 -0.81  0.258
7 H -0.53 -1.33 -0.41  0.314

***

No. 6
Below is a 2-piece molecular cluster, C2H5BrO overall in a non-equilibrium geometry, with properties calculated with ωB97M-V with the def2-TZVPD basis set.

Output
* total charge: 0
* HOMO energy: -9.43 eV
* Kohn-Sham gap: 0.369 Eh
* SMILES: C=CBr.O
* E_LUMO: 0.61 eV

Last column: Mulliken charge in e.
Geometry (Å):
1 Br -1.53 1.18 -1.83  -0.195
2 O 1.51 -1.46 -0.02  -0.633
3 C -0.46 0.77 -0.29  -0.033
4 C -1.14 0.77 0.82  -0.699
5 H -0.55 0.57 1.73  0.209
6 H -2.13 0.95 0.83  0.326
7 H 1.85 -2.42 -0.08  0.301
8 H 0.63 0.67 -0.26  0.387
9 H 1.82 -1.03 -0.90  0.337

***

Repeat the third record exactly.
Below is an isolated ion of composition C6H6N and charge +1 in a non-equilibrium geometry, with properties calculated with ωB97M-V with the def2-TZVPD basis set.

Output
* total charge: +1
* HOMO energy: -14.73 eV
* Kohn-Sham gap: 0.337 Eh
* E_LUMO: -5.55 eV

Last column: Mulliken charge in e.
Geometry (Å):
1 N -0.64 -0.23 -0.46  -0.066
2 C 1.79 0.03 -0.84  -0.107
3 C -1.41 0.92 0.07  -0.366
4 C 0.61 -0.72 -0.34  0.406
5 C 2.74 0.49 0.06  0.024
6 C 1.74 -0.07 0.77  -0.416
7 C -1.87 -0.49 0.20  -0.387
8 H -2.70 -1.02 -0.49  0.240
9 H -1.93 -1.02 1.14  0.285
10 H -0.80 1.37 0.98  0.242
11 H 0.76 -1.86 -0.40  0.408
12 H -1.94 1.63 -0.53  0.277
13 H 3.67 0.96 -0.16  0.460